--- a ---
Below is a 2-piece molecular cluster, CH5BO3 overall, with properties calculated with wB97M-V/def2-TZVPD.

As for the HOMO-LUMO gap: 0.3942 hartree. As for the LUMO energy: 0.14 eV. The SMILES is COB=O.O.

```
10
Properties=species:S:1:pos:R:3:mulliken_charge:R:1
C 1.276 -0.119 -1.909 -0.58
O 0.258 -0.211 -0.962 -0.23
B 0.211 -0.048 0.287 0.66
O 0.046 0.159 1.480 -0.76
H 0.817 0.458 -2.702 0.23
H 1.580 -1.143 -2.056 0.25
H 2.085 0.278 -1.460 0.39
O -1.776 -0.971 3.450 -0.63
H -1.391 -0.588 2.677 0.38
H -0.874 -1.335 3.697 0.30
```

--- b ---
Below is a 2-piece molecular cluster, CH5BO3 overall, with properties calculated with wB97M-V/def2-TZVPD.

As for the HOMO-LUMO gap: 0.3401 hartree. As for the LUMO energy: 0.19 eV.

```
10
Properties=species:S:1:pos:R:3:mulliken_charge:R:1
B 0.735 0.192 0.205 0.57
C -1.753 -0.214 -0.160 -0.51
O 0.910 1.465 0.364 -0.43
O 2.615 -1.010 -0.310 -0.72
O -0.351 -0.547 0.124 -0.28
H -2.369 -0.655 0.576 0.26
H -1.860 -0.635 -1.107 0.26
H -2.047 0.937 -0.289 0.25
H 1.722 2.056 0.214 0.38
H 2.398 -1.589 0.383 0.22
```

--- c ---
Below is one molecule with the formula CH5BO3, with properties calculated with wB97M-V/def2-TZVPD.

As for the HOMO-LUMO gap: 0.4095 hartree. As for the LUMO energy: 0.31 eV. The SMILES is COB(O)O.

```
10
Properties=species:S:1:pos:R:3:mulliken_charge:R:1
C 1.335 -0.790 -0.712 -0.60
O 0.170 -0.031 -0.798 -0.36
B -0.695 0.378 0.157 0.75
O -0.682 -0.101 1.446 -0.59
O -1.712 1.225 -0.245 -0.58
H 2.216 -0.364 -0.190 0.27
H 1.649 -0.672 -1.815 0.24
H 1.103 -1.832 -0.457 0.26
H -1.212 0.251 2.260 0.31
H -2.173 1.935 0.354 0.31
```

Energies, relative to the best one, in eV: a 1.667; b 3.545; c 0.000.

--- a ---
Below is a 2-piece molecular cluster, C5H10FN overall, with properties calculated with wB97M-V/def2-TZVPD.

As for the HOMO-LUMO gap (alpha / beta): 0.3229 / 0.3229 hartree. As for the LUMO energy (alpha / beta): -0.28 / -0.28 eV.

```
17
Properties=species:S:1:pos:R:3:mulliken_charge:R:1
C 0.223 1.151 -1.037 0.12
C 1.091 2.370 -1.195 -1.18
C -1.053 -0.656 1.377 -1.25
C 0.528 -2.225 0.455 -1.23
C 0.004 -0.769 0.333 0.76
N 0.520 0.192 -0.302 -0.15
F -2.288 0.609 -0.601 -0.79
H -0.888 0.967 -1.353 0.53
H 0.501 3.161 -1.184 0.35
H 1.920 2.442 -0.414 0.31
H 1.670 2.302 -1.994 0.37
H -2.078 -0.968 0.854 0.28
H -1.231 0.472 1.627 0.32
H -0.885 -1.324 2.124 0.52
H -0.344 -2.880 0.308 0.36
H 1.153 -2.380 -0.403 0.38
H 1.157 -2.464 1.404 0.30
```

--- b ---
Below is one molecule with the formula C5H10FN, with properties calculated with wB97M-V/def2-TZVPD.

As for the HOMO-LUMO gap: 0.3529 hartree. As for the LUMO energy: 1.12 eV. The SMILES is FCCN1CCC1.

```
17
Properties=species:S:1:pos:R:3:mulliken_charge:R:1
F -0.935 1.696 0.150 -0.31
C 0.066 1.511 1.136 -0.36
C 1.138 0.537 0.795 -0.62
N 0.658 -0.682 0.154 -0.14
C 0.618 -0.716 -1.305 -0.42
C -0.652 -1.620 -1.246 -0.63
C -0.734 -1.105 0.267 -0.45
H -0.462 1.139 1.993 0.31
H 0.471 2.501 1.416 0.34
H 1.721 0.373 1.713 0.27
H 1.834 0.931 0.063 0.37
H 0.447 0.293 -1.780 0.28
H 1.473 -1.226 -1.792 0.28
H -1.432 -1.342 -1.961 0.25
H -0.472 -2.684 -1.320 0.27
H -0.892 -1.874 1.015 0.33
H -1.493 -0.248 0.345 0.22
```

Energies, relative to the best one, in eV: a 2.074; b 0.000.